The following is a DFT calculation (ωB97M-V with the def2-TZVPD basis set) of a 2-piece molecular cluster, C2H6N2O2 overall at a distorted geometry.

Each line ends with the Mulliken charge.
Positions of all 12 atoms, in Å:
O (0.367, -0.491, 0.023)  -0.619
O (2.971, 0.678, -0.081)  -0.486
N (-0.098, 1.643, 0.150)  -0.874
N (-0.404, 0.442, 0.125)  1.027
C (-1.794, 0.029, 0.101)  -0.815
C (2.708, -0.505, -0.094)  0.020
H (-2.146, -0.395, 1.063)  0.297
H (2.979, -1.181, 0.655)  0.274
H (0.827, 1.958, 0.030)  0.290
H (2.217, -0.909, -0.905)  0.191
H (-2.069, -0.564, -0.684)  0.335
H (-2.380, 0.856, 0.145)  0.359

Atomic forces in eV per Å
O 0.9568 -2.2013 0.1019
O 0.2941 -0.2633 0.4151
N -3.7501 1.3044 0.3074
N 0.8321 0.7094 -0.5883
C -0.3658 0.4186 3.5825
C 0.8662 2.6558 -0.3513
H 1.1134 -0.5693 -0.4348
H 0.5956 -1.0887 1.7997
H 1.8600 -1.0288 -0.0039
H -0.8814 -1.1892 -2.0968
H 0.0333 -1.6310 -2.0719
H -1.5540 2.8833 -0.6596

Results
E_LUMO ... 0.0239 Eh
Relative energy (zero: lowest compared OMol25 entry of this formula, charge and spin) ... 121.8 kcal per mole
Electronic energy ... -9242.0372 eV
HOMO level ... -9.6126 eV
Gap between HOMO and LUMO ... 10.264 eV